(1)
Molecular formula: CClNO2S
Method: DFT, the ωB97M-V functional and the def2-TZVPD basis

The geometry in ORCA input format:
```
! wB97M-V def2-TZVPD RIJCOSX def2/J DEFGRID3
* xyz 0 1
N -2.22441 0.51436 -0.30087
C -1.16982 0.15260 -0.07116
S 0.52068 -0.36932 0.23392
O 0.55103 -1.60297 -0.44348
O 0.74520 -0.18410 1.66951
Cl 1.57731 1.48944 -1.08793
*
```

Properties
* SMILES string: N#CS(=O)(=O)Cl
* maximum force: 3.6 eV Å⁻¹
* orbital gap: 8.6 eV
* E_tot: -29976.201 eV

(2)
Molecular formula: C25H30N5O3RuSi
Method: DFT, the ωB97M-V functional and the def2-TZVPD basis

The geometry in ORCA input format:
```
! wB97M-V def2-TZVPD RIJCOSX def2/J DEFGRID3
* xyz 0 6
Ru -0.66646 -0.10224 0.73031
C -1.00275 -3.40153 -1.97971
C -1.14679 -2.17734 -1.17038
N -0.18984 -1.61663 -0.41134
N 1.03457 -2.22182 -0.32809
C 1.68976 -1.77431 0.75294
O 1.24103 -0.86784 1.54912
C 3.02840 -2.44627 0.96525
C 3.64496 -2.25590 2.19189
C 4.67897 -3.10680 2.63115
C 5.25328 -4.03172 1.72062
C 4.73071 -4.09323 0.45340
C 3.63489 -3.35168 0.03269
C -2.37345 -1.42242 -1.20498
C -3.51215 -1.63077 -2.08714
C -4.66633 -0.91530 -1.81187
C -4.78901 -0.01870 -0.75888
C -3.61119 0.18654 -0.00984
N -2.51182 -0.54225 -0.20353
H -0.06035 -3.91445 -1.75226
H -0.97018 -3.14949 -3.01362
H -1.83067 -4.11960 -1.71999
H 3.32625 -1.41783 2.77798
H 5.11206 -3.04898 3.59348
H 6.05605 -4.64830 2.11914
H 5.30616 -4.63493 -0.29794
H 3.24021 -3.45703 -0.98454
H -3.53678 -2.42763 -2.88136
H -5.58255 -1.17276 -2.36857
H -5.75239 0.49261 -0.53172
H -3.64799 0.88905 0.88655
N -1.27065 -1.40356 2.31281
C -1.38186 -0.65866 3.64426
C -1.26670 0.80404 3.45881
O -1.07684 1.48453 4.44198
O -1.34334 1.16055 2.13980
H -2.18663 -1.77615 2.01848
H -0.66297 -2.21955 2.43796
H -0.49422 -1.00933 4.30837
H -2.36804 -0.78556 4.10645
C 0.02217 0.52476 -3.22219
Si 0.90249 1.62171 -1.94615
C 2.61520 0.90789 -1.55290
C 1.19809 3.37998 -2.69602
N -0.12455 1.71426 -0.47356
C -0.55378 2.94231 0.00473
C -1.91319 3.31915 0.03997
C -2.29414 4.52203 0.68669
C -1.30966 5.38331 1.17914
C 0.04747 5.01239 1.18438
C 0.41595 3.85827 0.58733
H 0.43569 0.89482 -4.13481
H -1.03849 0.82227 -3.21187
H 0.18338 -0.53847 -3.16898
H 3.24498 1.55567 -2.18843
H 2.74735 -0.16415 -1.72492
H 2.93971 1.09944 -0.52327
H 2.26681 3.60379 -2.57160
H 0.51469 4.07474 -2.28211
H 0.95320 3.34421 -3.75304
H -2.65852 2.64591 -0.34781
H -3.37068 4.69392 0.80265
H -1.63402 6.35075 1.55946
H 0.85489 5.57177 1.63660
H 1.47962 3.66250 0.35903
*
```

Properties
* expectation value of S²: 8.7963
* maximum force: 3.0 eV Å⁻¹
* orbital gap (alpha / beta): 5.9 / 5.9 eV
* E_tot: -50461.734 eV